--- i ---
A 2-piece molecular cluster, C5H10O2S overall, computed with ωB97M-V/def2-TZVPD.

```
! wB97M-V def2-TZVPD RIJCOSX def2/J DEFGRID3
* xyz 0 1
C 2.04213 -1.44153 -0.09229
C -1.35156 1.84487 -0.99904
C -1.31314 -1.37011 0.69169
C -0.68307 0.95049 0.02590
C -0.70250 -0.52527 -0.33641
O 4.30717 -0.77059 1.17691
O 3.42043 0.83499 -0.60666
S 3.22527 -0.21467 0.34255
H 1.65211 -1.82994 0.86599
H -1.49900 2.84983 -0.58637
H -0.79508 1.79536 -1.89089
H -2.20830 1.40299 -1.40226
H -2.48523 -1.21515 0.65423
H -1.11938 -1.16519 1.77088
H -1.08418 -2.42808 0.53091
H 0.34465 1.09684 0.15786
H -1.13528 1.07207 1.04612
H -0.61503 -0.88689 -1.34910
*
```

Calculated values
HOMO (spin up / spin down) = -9.28 / -7.96 eV
Lowest unoccupied orbital energy (spin up / spin down) = -1.297 / -1.756 eV
Kohn-Sham gap (spin up / spin down) = 7.99 / 6.21 eV

Atomic partial charges in e from the Löwdin method, atoms 1 to 6: C -0.08; C -0.09; C -0.15; C -0.26; C -0.14; O -0.37

--- ii ---
One molecule with the formula C5H10O2S, computed with ωB97M-V/def2-TZVPD.

```
! wB97M-V def2-TZVPD RIJCOSX def2/J DEFGRID3
* xyz 0 1
C 2.14441 0.74723 1.65816
C -0.13351 0.48250 1.20086
C -0.91799 -0.03913 -1.41339
C -2.22395 -0.78321 -0.93056
C 0.51255 -0.65804 -1.45673
H 2.80842 1.66602 2.21245
H 2.22062 0.80673 0.53382
H 2.23628 -0.35663 2.04359
H 0.29335 -0.56347 0.75075
H -1.15393 0.26315 1.74894
H -0.94196 0.37075 -2.41525
H -3.04350 -0.18101 -0.87453
H -2.21198 -1.51784 -1.69936
H -2.10728 -1.29985 0.03541
H 1.15883 0.02872 -1.96697
O 0.78723 1.30432 1.91588
O 0.98101 -1.71516 -0.90346
S -0.40860 1.44493 -0.43962
*
```

Calculated values
HOMO = -9.18 eV
Lowest unoccupied orbital energy = 0.655 eV
Kohn-Sham gap = 9.84 eV
SMILES string = COCS[C@H](C)C=O

Atomic partial charges in e from the Löwdin method, atoms 1 to 6: C -0.09; C -0.45; C -0.56; C -0.06; C -0.30; H 0.15

Which of them is the least stable? Correct choice: i.

--- i ---
C43H46ClN2O2ScSi2 as an isolated structure, computed with ωB97M-V/def2-TZVPD.

```
! wB97M-V def2-TZVPD RIJCOSX def2/J DEFGRID3
* xyz 0 1
Sc -0.07906 -0.50047 0.35647
Cl 4.82952 -3.44990 4.65339
C 3.96476 -2.51883 3.46433
C 4.46023 -2.43521 2.15540
C 3.79747 -1.70434 1.20480
C 2.57123 -1.06352 1.48537
O 1.93792 -0.40977 0.54794
C 2.10703 -1.12879 2.82810
C 1.04379 -0.25655 3.25949
N 0.15148 0.21104 2.46321
C -0.57216 1.38592 2.78213
C -1.17345 1.65179 3.97472
C -1.77245 2.91354 4.19971
C -1.73239 3.88375 3.24170
C -1.13094 3.62036 1.98577
C -1.06887 4.56986 0.93903
C -0.50873 4.22145 -0.25106
C -0.03052 2.90293 -0.41797
N -0.06223 1.99777 0.52492
C -0.58509 2.35263 1.73891
C 2.82848 -1.84502 3.80345
H 5.37831 -2.95036 1.90406
H 4.18582 -1.62656 0.19924
H 1.08292 0.11063 4.28850
H -1.19392 0.89378 4.74826
H -2.25452 3.10691 5.14855
H -2.17478 4.85598 3.41881
H -1.47849 5.56054 1.09550
H -0.44811 4.91743 -1.07563
H 0.38025 2.59673 -1.37366
H 2.47040 -1.86674 4.82590
C -3.43952 1.79227 0.34039
Si -2.76954 0.08028 -0.16088
C -3.82254 -1.10289 0.95703
C -3.17708 -1.07179 2.35017
C -3.77777 -2.54690 0.46269
C -5.28359 -0.67367 1.11915
C -3.21161 -0.08752 -2.02777
C -2.58985 1.11533 -2.74779
C -2.57799 -1.35290 -2.61750
C -4.71130 -0.10987 -2.32447
H -4.49996 1.87212 0.08231
H -2.91766 2.61093 -0.16132
H -3.35365 1.96057 1.41822
H -2.15146 -1.45816 2.33829
H -3.73545 -1.71153 3.04729
H -3.15351 -0.06132 2.77064
H -2.75263 -2.89291 0.32158
H -4.29863 -2.67534 -0.48875
H -4.25500 -3.21944 1.18923
H -5.37069 0.30881 1.58855
H -5.81311 -1.38930 1.76194
H -5.81665 -0.63319 0.16872
H -1.51012 1.17820 -2.56880
H -3.03575 2.06262 -2.43608
H -2.73146 1.02119 -3.83214
H -1.49787 -1.39223 -2.43924
H -2.72985 -1.38744 -3.70493
H -2.99594 -2.26943 -2.20008
H -5.22578 0.76623 -1.92060
H -5.19033 -1.00052 -1.91410
H -4.88381 -0.12175 -3.40910
O 0.00014 -2.37793 -0.07183
Si 0.04842 -4.00183 -0.23084
C 1.71752 -4.51167 -0.88180
C 2.06779 -5.85821 -1.01821
C 3.30488 -6.22757 -1.52434
C 4.21510 -5.25251 -1.91615
C 3.88178 -3.91129 -1.80273
C 2.64210 -3.54867 -1.28736
C -0.29382 -4.77367 1.44187
C -0.29603 -3.97607 2.58850
C -0.52275 -4.51013 3.85007
C -0.75404 -5.87006 3.99248
C -0.75617 -6.68713 2.86937
C -0.52905 -6.14315 1.61294
C -1.20262 -4.59265 -1.49239
C -2.36999 -5.29232 -1.18193
C -3.27092 -5.66307 -2.17380
C -3.01622 -5.34056 -3.49918
C -1.85521 -4.65401 -3.83283
C -0.96008 -4.29203 -2.83783
H 1.36853 -6.63610 -0.73108
H 3.56042 -7.27567 -1.61796
H 5.18042 -5.54098 -2.31330
H 4.58516 -3.14894 -2.11648
H 2.38497 -2.49845 -1.19819
H -0.10781 -2.91236 2.49894
H -0.51933 -3.86614 4.72149
H -0.93249 -6.29319 4.97304
H -0.93742 -7.74959 2.97309
H -0.54640 -6.80365 0.75226
H -2.59726 -5.53315 -0.14926
H -4.17417 -6.19959 -1.91037
H -3.71813 -5.62675 -4.27259
H -1.64976 -4.40316 -4.86599
H -0.05277 -3.76438 -3.11662
*
```

Calculated values
HOMO = -6.95 eV
Lowest unoccupied orbital energy = -0.810 eV
Kohn-Sham gap = 6.14 eV

Atomic partial charges in e from the Löwdin method, atoms 1 to 6: Sc 0.98; Cl 0.65; C -0.67; C -0.07; C 0.00; C -0.34

--- ii ---
C43H46ClN2O2ScSi2 as an isolated structure, computed with ωB97M-V/def2-TZVPD.

```
! wB97M-V def2-TZVPD RIJCOSX def2/J DEFGRID3
* xyz 0 1
Sc 0.35482 -0.12723 0.29266
Cl -1.76593 7.09691 0.52743
C -1.17835 5.46824 0.72432
C -0.03010 5.23654 1.49081
C 0.45059 3.96188 1.66864
C -0.19961 2.86229 1.07926
O 0.24568 1.64935 1.25544
C -1.34407 3.10736 0.29916
C -2.04017 2.04538 -0.38210
N -1.69620 0.80802 -0.41351
C -2.49043 -0.08421 -1.18130
C -3.85141 -0.11510 -1.22290
C -4.52003 -1.02825 -2.07965
C -3.81849 -1.88155 -2.87897
C -2.40092 -1.88794 -2.82827
C -1.59294 -2.75378 -3.60534
C -0.23902 -2.72552 -3.47188
C 0.32915 -1.84406 -2.52636
N -0.38924 -1.02412 -1.80435
C -1.74605 -1.01292 -1.95561
C -1.82579 4.41907 0.13449
H 0.48242 6.07691 1.94117
H 1.34264 3.78334 2.25251
H -2.93042 2.34501 -0.94310
H -4.42148 0.55544 -0.59101
H -5.60168 -1.03974 -2.09532
H -4.32538 -2.57172 -3.54204
H -2.06764 -3.44198 -4.29500
H 0.40512 -3.37650 -4.04564
H 1.40087 -1.82782 -2.35519
H -2.71062 4.59581 -0.46599
C 1.83894 -3.48085 0.35214
Si 0.48818 -2.66610 1.39912
C -0.98696 -3.88048 1.40102
C -0.64934 -5.20919 2.08112
C -1.36463 -4.17018 -0.05512
C -2.23139 -3.27558 2.06428
C 1.28857 -2.49864 3.13670
C 0.26190 -2.34576 4.25940
C 2.23616 -3.65279 3.48969
C 2.13122 -1.21622 3.09509
H 2.10218 -4.46824 0.74483
H 2.74573 -2.86842 0.33045
H 1.52611 -3.61124 -0.68844
H 0.19995 -5.70765 1.60613
H -1.50834 -5.89265 2.02326
H -0.41131 -5.08156 3.13908
H -0.53614 -4.59485 -0.62607
H -1.70376 -3.26691 -0.56391
H -2.19280 -4.89223 -0.09283
H -2.10899 -3.09114 3.13065
H -3.08813 -3.95394 1.94716
H -2.50260 -2.32177 1.59773
H -0.29919 -3.26618 4.43283
H -0.46056 -1.54757 4.05899
H 0.77017 -2.09748 5.20134
H 1.73605 -4.62230 3.51659
H 2.67608 -3.48781 4.48316
H 3.06237 -3.73012 2.77864
H 1.51259 -0.32130 2.95846
H 2.87743 -1.23156 2.29362
H 2.66897 -1.06493 4.04198
O 2.19937 0.01928 -0.18691
Si 3.76082 0.51128 -0.25959
C 4.81792 -0.96130 -0.67726
C 5.40695 -1.75811 0.30989
C 6.05702 -2.94275 -0.01702
C 6.13145 -3.34842 -1.34270
C 5.55791 -2.56897 -2.34062
C 4.90693 -1.38810 -2.00772
C 4.39477 1.25911 1.31922
C 5.77186 1.44573 1.49005
C 6.28072 2.04604 2.63421
C 5.41726 2.46018 3.64125
C 4.04889 2.27223 3.49695
C 3.54422 1.67854 2.34541
C 3.88794 1.76752 -1.63203
C 5.12882 2.27304 -2.03573
C 5.22676 3.22993 -3.03621
C 4.07768 3.70640 -3.65677
C 2.83611 3.21864 -3.27549
C 2.74612 2.25540 -2.27469
H 5.35103 -1.45796 1.35189
H 6.50174 -3.54777 0.76360
H 6.63849 -4.27063 -1.59891
H 5.62108 -2.87963 -3.37653
H 4.46666 -0.78441 -2.79697
H 6.46537 1.11343 0.72354
H 7.34974 2.18193 2.74321
H 5.81239 2.91913 4.53926
H 3.37196 2.58015 4.28533
H 2.47419 1.52859 2.25115
H 6.03917 1.91583 -1.56378
H 6.19859 3.60580 -3.33162
H 4.15318 4.45544 -4.43577
H 1.93784 3.58810 -3.75568
H 1.76986 1.88193 -1.98839
*
```

Calculated values
HOMO = -7.04 eV
Lowest unoccupied orbital energy = -0.860 eV
Kohn-Sham gap = 6.18 eV

Atomic partial charges in e from the Löwdin method, atoms 1 to 6: Sc 0.91; Cl 0.65; C -0.67; C -0.08; C 0.02; C -0.32

Which of them is the least stable? Correct choice: i.

--- i ---
One molecule with the formula C2H3Cl2NS, computed with ωB97M-V/def2-TZVPD.

```
! wB97M-V def2-TZVPD RIJCOSX def2/J DEFGRID3
* xyz 0 1
C 1.16393 -0.50224 -0.52141
C -1.10285 0.17791 0.32933
N 0.17345 0.47647 -0.11330
S 2.69115 -0.16191 -0.73557
Cl 0.52248 -2.06548 -0.74765
Cl 0.97042 1.94060 0.36243
H -1.27321 0.75701 1.25828
H -1.94669 0.19542 -0.52548
H -1.19868 -0.81777 0.69336
*
```

Calculated values
HOMO = -8.88 eV
Lowest unoccupied orbital energy = 0.126 eV
Kohn-Sham gap = 9.01 eV
SMILES string = CN(Cl)C(=S)Cl

Atomic partial charges in e from the Löwdin method, atoms 1 to 6: C -1.36; C -0.22; N -0.64; S 0.64; Cl 0.68; Cl 0.64

--- ii ---
C2H3Cl2NS as an isolated structure, computed with ωB97M-V/def2-TZVPD.

```
! wB97M-V def2-TZVPD RIJCOSX def2/J DEFGRID3
* xyz 0 1
C -1.61109 0.50679 0.13537
C 0.99032 -0.09121 -0.38531
N -0.14002 -0.76631 -0.14445
S -2.91120 -0.04410 0.77918
Cl 1.12731 1.58524 0.48198
Cl 2.38660 -1.15524 0.15778
H -0.98414 1.27919 -0.18493
H 1.11464 0.21702 -1.34724
H 0.02757 -1.53139 0.50764
*
```

Calculated values
HOMO = -9.42 eV
Lowest unoccupied orbital energy = -1.153 eV
Kohn-Sham gap = 8.27 eV

Atomic partial charges in e from the Löwdin method, atoms 1 to 6: C -0.54; C -1.09; N -0.13; S 0.79; Cl 0.45; Cl 0.53

Which of them is the least stable? Correct choice: ii.